*a*
This record from the Open Molecules 2025 dataset describes the molecule C3H5NO. The level of theory is wB97M-V/def2-TZVPD.

Summary:
<S²> = 2.0137
Frontier orbital gap (spin up / spin down) = 0.2691 / 0.2984 hartree

ORCA input file:
```
! wB97M-V def2-TZVPD RIJCOSX def2/J DEFGRID3
* xyz 0 3
C -0.19933 1.82907 0.09026
C 0.65748 -1.31427 -0.31915
C -0.52367 -0.56146 0.51881
N -0.54193 0.66584 0.43693
O 0.00273 -1.69895 -1.35675
H -0.18214 2.14074 -0.90988
H 0.02611 2.61431 0.83850
H 1.25442 -0.39623 -0.53113
H 0.97174 -2.09015 0.43319
H -1.46540 -1.18889 0.79921
*
```

For reference, the Löwdin charges in units of e are: atom 1 (C): -0.05, atom 2 (C): -0.33, atom 3 (C): -0.10, atom 4 (N): -0.04, atom 5 (O): 0.01, atom 6 (H): 0.05, atom 7 (H): 0.08, atom 8 (H): 0.11, atom 9 (H): 0.13, atom 10 (H): 0.15



*b*
This record from the Open Molecules 2025 dataset describes the molecule C3H5NO. The level of theory is wB97M-V/def2-TZVPD.

Summary:
<S²> = 2.0086
Frontier orbital gap (spin up / spin down) = 0.2670 / 0.3399 hartree

ORCA input file:
```
! wB97M-V def2-TZVPD RIJCOSX def2/J DEFGRID3
* xyz 0 3
C 0.26803 -1.10263 -0.06601
C -0.98579 -0.24826 -0.06417
C 0.01216 0.97497 0.01180
N 1.04409 -0.04029 0.04823
O 2.48252 0.14129 -0.02665
H 0.34918 -2.14385 0.06536
H -1.82238 -0.49771 -0.70481
H -1.33010 -0.24606 0.95721
H 0.19983 1.40787 -0.95269
H -0.21755 1.75467 0.73173
*
```

For reference, the Löwdin charges in units of e are: atom 1 (C): -0.10, atom 2 (C): -0.11, atom 3 (C): -0.10, atom 4 (N): -0.21, atom 5 (O): 0.03, atom 6 (H): 0.08, atom 7 (H): 0.10, atom 8 (H): 0.09, atom 9 (H): 0.11, atom 10 (H): 0.11



Name the least stable of them. *b*.



*a*
This record from the Open Molecules 2025 dataset describes a 2-piece molecular cluster, CH3IN2O overall. The level of theory is wB97M-V/def2-TZVPD.

Summary:
Frontier orbital gap (spin up / spin down) = 0.2628 / 0.2372 hartree

ORCA input file:
```
! wB97M-V def2-TZVPD RIJCOSX def2/J DEFGRID3
* xyz 0 1
C 0.05327 -0.38335 0.27982
N -1.15568 -0.25948 1.07879
N -1.67868 -0.50846 2.05693
O 0.08208 -1.17657 3.27415
I 0.31080 -3.03949 3.06443
H -0.00728 -0.02159 -0.76256
H 0.28456 -1.43090 0.56929
H 0.93374 0.12729 0.71197
*
```

For reference, the Löwdin charges in units of e are: atom 1 (C): -0.03, atom 2 (N): -0.04, atom 3 (N): 0.26, atom 4 (O): -1.12, atom 5 (I): 0.67, atom 6 (H): 0.10, atom 7 (H): 0.04, atom 8 (H): 0.11



*b*
This record from the Open Molecules 2025 dataset describes CH3IN2O as an isolated structure. The level of theory is wB97M-V/def2-TZVPD.

Summary:
Frontier orbital gap (spin up / spin down) = 0.2722 / 0.3070 hartree

ORCA input file:
```
! wB97M-V def2-TZVPD RIJCOSX def2/J DEFGRID3
* xyz 0 1
C -0.19186 1.13196 -0.03164
N 1.12256 -2.62483 0.19597
N 0.74299 -1.48833 -0.00208
O 1.42181 -0.53348 -0.26310
I -1.71402 -0.27881 0.00288
H -0.24246 2.02949 -0.66858
H -0.13183 1.44374 0.98073
H 0.50239 -3.44651 0.20226
*
```

For reference, the Löwdin charges in units of e are: atom 1 (C): -0.50, atom 2 (N): 0.09, atom 3 (N): -0.42, atom 4 (O): -0.06, atom 5 (I): 0.88, atom 6 (H): 0.00, atom 7 (H): -0.06, atom 8 (H): 0.07



Name the least stable of them. *b*.



*a*
This record from the Open Molecules 2025 dataset describes a 2-piece molecular cluster, C2H3BrO overall. The level of theory is wB97M-V/def2-TZVPD.

Summary:
Frontier orbital gap (spin up / spin down) = 0.2796 / 0.3375 hartree

ORCA input file:
```
! wB97M-V def2-TZVPD RIJCOSX def2/J DEFGRID3
* xyz 0 1
C 0.86878 -2.86457 0.58401
C -0.04244 0.19205 -0.02877
O 1.00193 -3.77080 -0.16141
Br 1.60948 -2.83569 2.25835
H -0.21705 0.49980 1.08965
H -0.73509 -0.63555 -0.39303
H 0.78062 0.77457 -0.48407
*
```

For reference, the Löwdin charges in units of e are: atom 1 (C): -0.72, atom 2 (C): 0.02, atom 3 (O): -0.02, atom 4 (Br): 0.72, atom 5 (H): 0.01, atom 6 (H): 0.00, atom 7 (H): -0.02



*b*
This record from the Open Molecules 2025 dataset describes the molecule C2H3BrO. The level of theory is wB97M-V/def2-TZVPD.

Summary:
Structure (SMILES) = Br[C@H]1CO1
Frontier orbital gap = 0.4097 hartree

ORCA input file:
```
! wB97M-V def2-TZVPD RIJCOSX def2/J DEFGRID3
* xyz 0 1
C -0.64246 0.08878 -0.46893
C 0.43401 -0.09356 0.50819
O -0.18420 -1.18491 -0.09588
Br 2.25172 0.27815 -0.04029
H -1.60764 0.38986 0.02770
H -0.29170 0.53005 -1.43883
H 0.04026 -0.00836 1.50804
*
```

For reference, the Löwdin charges in units of e are: atom 1 (C): -0.21, atom 2 (C): -0.74, atom 3 (O): -0.09, atom 4 (Br): 0.69, atom 5 (H): 0.13, atom 6 (H): 0.12, atom 7 (H): 0.10



Name the least stable of them. *a*.



*a*
This record from the Open Molecules 2025 dataset describes an isolated ion of composition C7H7O3S and charge -1. The level of theory is wB97M-V/def2-TZVPD.

Summary:
Frontier orbital gap = 0.1981 hartree

ORCA input file:
```
! wB97M-V def2-TZVPD RIJCOSX def2/J DEFGRID3
* xyz -1 1
C 2.92264 -1.38650 -0.09409
C 1.55750 -1.35851 -0.42610
C 3.42305 -0.18408 0.28244
C 0.94199 -0.10559 -0.08676
C -0.34942 0.38842 -0.17028
C -3.03634 0.77938 0.47082
C -2.24476 -0.43409 0.01481
O -0.51626 1.77345 -0.12325
O -1.34668 -0.19580 -1.05110
O -2.49631 -1.49409 0.57316
S 2.19219 1.06211 0.32715
H 3.57264 -2.18892 -0.21991
H 1.07703 -2.27858 -0.77276
H 4.50916 0.14249 0.36996
H -3.95321 0.89031 0.02321
H -2.46138 1.83880 0.31601
H -3.20987 0.70465 1.65335
H -0.58198 2.04656 -1.08665
*
```

For reference, the Löwdin charges in units of e are: atom 1 (C): -0.28, atom 2 (C): -0.15, atom 3 (C): -0.50, atom 4 (C): -0.46, atom 5 (C): -0.48, atom 6 (C): -0.03, atom 7 (C): -0.53, atom 8 (O): -0.12, atom 9 (O): -0.01, atom 10 (O): 0.03, atom 11 (S): 0.95, atom 12 (H): 0.06, atom 13 (H): 0.09, atom 14 (H): 0.05, atom 15 (H): 0.02, atom 16 (H): 0.12, atom 17 (H): 0.12, atom 18 (H): 0.12



*b*
This record from the Open Molecules 2025 dataset describes an isolated ion of composition C7H7O3S and charge -1. The level of theory is wB97M-V/def2-TZVPD.

Summary:
Structure (SMILES) = C=C(C(=O)[O-])[C@]1(O)C=CSC1
Frontier orbital gap = 0.2862 hartree

ORCA input file:
```
! wB97M-V def2-TZVPD RIJCOSX def2/J DEFGRID3
* xyz -1 1
C -1.33279 0.04524 1.04175
C -2.25200 -0.48316 0.34832
C 0.70551 -1.79536 0.27401
C 0.97729 -0.52871 -0.08669
C 2.26181 -0.04840 -0.61264
C -0.79537 1.09414 -1.10527
C -0.20384 0.64709 0.21525
O 2.77149 -0.52964 -1.58139
O 2.67206 0.87394 0.18061
O 0.38942 1.70066 0.91560
S -2.20853 -0.06053 -1.29927
H -1.22265 0.00767 2.12562
H -3.17002 -0.73923 0.74389
H -0.16370 -2.05770 0.81451
H 1.40686 -2.70362 0.14328
H -1.12424 2.05905 -1.01532
H -0.06689 0.91621 -2.02424
H 1.35557 1.60234 0.92197
*
```

For reference, the Löwdin charges in units of e are: atom 1 (C): -0.16, atom 2 (C): -0.50, atom 3 (C): 0.04, atom 4 (C): -0.12, atom 5 (C): -0.74, atom 6 (C): -0.33, atom 7 (C): -0.50, atom 8 (O): 0.03, atom 9 (O): -0.07, atom 10 (O): -0.03, atom 11 (S): 0.87, atom 12 (H): 0.13, atom 13 (H): 0.04, atom 14 (H): 0.02, atom 15 (H): 0.09, atom 16 (H): 0.04, atom 17 (H): 0.14, atom 18 (H): 0.04



Name the least stable of them. *a*.